No. 1
ORCA calculation (the ωB97M-V functional and the def2-TZVPD basis) on a cluster of 7 separate species, H14O7 in total.

```
21
H14O7 | the OMol25 dataset | the ωB97M-V functional and the def2-TZVPD basis
O 2.33 2.24 2.26
O 1.73 1.30 -2.06
O -4.93 -2.54 -1.40
O -1.12 -2.08 -2.84
O -1.23 4.23 1.97
O -0.90 0.08 1.29
O 3.42 -1.50 0.75
H -0.28 -0.17 0.60
H 1.46 1.94 1.99
H -1.02 -1.67 -3.70
H 1.60 0.72 -2.80
H -0.48 -2.80 -2.84
H -1.40 -0.72 1.46
H -4.02 -2.45 -1.68
H -1.48 3.37 1.66
H 2.43 1.91 3.15
H -0.92 4.09 2.87
H 4.35 -1.69 0.83
H 3.06 -1.73 1.61
H 2.51 0.95 -1.62
H -5.12 -3.47 -1.50
```

## Properties
Calculated total energy ... -535.04527 hartree
SMILES string ... O.O.O.O.O.O.O
ΔE to the lowest compared entry with this formula, charge and spin ... 206.3 kJ/mol
HOMO ... -11.11 eV
HOMO-LUMO gap ... 11.3 eV

Mulliken population analysis, charges in e, atoms 1 to 6:
1 O -0.63
2 O -0.63
3 O -0.64
4 O -0.63
5 O -0.63
6 O -0.62

No. 2
ORCA calculation (the ωB97M-V functional and the def2-TZVPD basis) on a cluster of 7 separate species, H14O7 in total at a distorted geometry.

```
21
H14O7 | the OMol25 dataset | the ωB97M-V functional and the def2-TZVPD basis
O -1.99 -1.63 -0.07
O -0.64 2.43 -3.49
O 2.48 0.06 1.66
O 2.26 -2.03 -0.40
O -1.85 -1.83 2.87
O -0.40 0.34 -0.92
O -0.45 2.92 0.57
H -0.52 2.17 -0.01
H -0.04 3.12 -3.21
H 3.38 -0.01 1.98
H 2.37 0.99 1.44
H 2.45 -1.52 0.39
H -1.46 -1.62 2.02
H -1.85 -2.46 -0.53
H -0.48 3.68 -0.02
H 3.01 -2.62 -0.49
H -2.60 -2.39 2.66
H -2.71 -1.21 -0.55
H -0.91 -0.36 -0.51
H -0.52 1.72 -2.86
H 0.47 0.26 -0.52
```

## Properties
Calculated total energy ... -534.64876 hartree
ΔE to the lowest compared entry with this formula, charge and spin ... 142.3 kJ/mol
⟨S²⟩ ... 0.755
Spin multiplicity ... 2
HOMO (spin up / spin down) ... -15.47 / -13.99 eV
Total charge ... +1
HOMO-LUMO gap (spin up / spin down) ... 12.4 / 2.4 eV

Mulliken population analysis, charges in e, atoms 1 to 6:
1 O -0.72
2 O -0.50
3 O -0.66
4 O -0.54
5 O -0.44
6 O -0.70

No. 3
ORCA calculation (the ωB97M-V functional and the def2-TZVPD basis) on a structure of composition H14O7Xe.

```
22
H14O7Xe | the OMol25 dataset | the ωB97M-V functional and the def2-TZVPD basis
Xe 1.34 -18.20 11.53
O 4.64 -19.28 9.69
O -0.66 -15.35 10.49
O -1.06 -15.51 13.30
O -1.97 -17.80 9.21
O 4.81 -17.99 13.29
O 2.36 -14.46 10.68
O 4.00 -16.66 9.06
H -0.84 -15.25 11.42
H -2.39 -17.23 8.57
H -1.07 -16.19 10.26
H -0.55 -14.72 13.48
H 3.27 -16.96 8.52
H 4.26 -17.44 9.56
H 4.40 -17.38 13.90
H 2.80 -15.05 10.07
H 4.66 -19.39 8.74
H 4.28 -20.10 10.02
H 4.95 -17.48 12.49
H 1.43 -14.71 10.62
H -1.16 -18.09 8.78
H -0.74 -16.14 13.94
```

## Properties
Calculated total energy ... -864.42568 hartree
ΔE to the lowest compared entry with this formula, charge and spin ... 34.3 kJ/mol
HOMO ... -10.51 eV
HOMO-LUMO gap ... 10.6 eV

Mulliken population analysis, charges in e, atoms 1 to 6:
1 Xe 0.00
2 O -0.64
3 O -0.63
4 O -0.67
5 O -0.68
6 O -0.63

No. 4
ORCA calculation (the ωB97M-V functional and the def2-TZVPD basis) on a structure of composition H15LiO8 at a distorted geometry.

```
24
H15LiO8 | the OMol25 dataset | the ωB97M-V functional and the def2-TZVPD basis
O 12.33 -41.19 39.72
O 10.86 -40.46 42.16
O 14.28 -40.10 38.32
O 10.31 -42.81 37.54
O 8.75 -39.16 39.42
O 12.05 -41.20 36.38
O 11.44 -38.70 39.81
O 14.90 -42.96 39.41
Li 13.05 -42.93 40.21
H 12.05 -38.19 39.33
H 10.84 -39.53 41.95
H 10.89 -42.09 37.37
H 14.90 -41.97 39.08
H 11.59 -41.22 39.23
H 12.77 -40.94 36.92
H 11.94 -40.58 35.79
H 13.43 -40.27 38.88
H 11.51 -40.76 41.52
H 13.91 -39.22 38.15
H 9.68 -39.18 39.82
H 9.57 -42.38 38.19
H 8.48 -39.24 38.58
H 11.87 -39.57 39.83
H 15.92 -43.01 39.57
```

## Properties
Calculated total energy ... -618.43655 hartree
ΔE to the lowest compared entry with this formula, charge and spin ... 139.6 kJ/mol
HOMO ... -10.46 eV
HOMO-LUMO gap ... 9.9 eV

Mulliken population analysis, charges in e, atoms 1 to 6:
1 O -0.95
2 O -0.65
3 O -0.77
4 O -0.64
5 O -0.64
6 O -0.62

No. 5
ORCA calculation (the ωB97M-V functional and the def2-TZVPD basis) on a cluster of 8 separate species, H15S8 in total at a distorted geometry.

```
23
H15S8 | the OMol25 dataset | the ωB97M-V functional and the def2-TZVPD basis
S -0.39 -5.65 -4.63
S 5.32 -2.71 1.77
S 1.09 5.35 3.15
S 5.85 3.18 0.70
S -5.35 1.44 -0.16
S -1.82 0.06 2.69
S -3.43 -2.09 -2.65
S -1.29 0.53 -0.86
H 6.39 3.03 1.88
H 4.26 -2.89 2.72
H 5.01 2.14 1.13
H -5.90 1.19 -1.41
H 0.64 5.05 4.33
H 1.27 4.15 2.49
H -3.86 -1.71 -3.81
H -1.95 1.58 -1.51
H -2.99 -0.93 -2.07
H -0.16 -5.50 -3.39
H -2.12 -0.11 1.42
H -0.64 -0.60 2.28
H -4.06 0.98 -0.39
H 5.03 -3.62 0.94
H -0.66 -4.35 -4.85
```

## Properties
Calculated total energy ... -3194.43907 hartree
ΔE to the lowest compared entry with this formula, charge and spin ... 43.8 kJ/mol
HOMO ... -3.70 eV
Total charge ... -1
HOMO-LUMO gap ... 5.9 eV

Mulliken population analysis, charges in e, atoms 1 to 6:
1 S -0.31
2 S -0.30
3 S -0.32
4 S -0.29
5 S -0.34
6 S -0.28

No. 6
ORCA calculation (the ωB97M-V functional and the def2-TZVPD basis) on a structure of composition H16Mg3O32S6 at a distorted geometry.

```
57
H16Mg3O32S6 | the OMol25 dataset | the ωB97M-V functional and the def2-TZVPD basis
S 0.44 0.05 0.14
S -0.87 -2.43 2.77
S 2.11 2.98 3.39
S 1.12 1.83 -4.02
S -2.53 -3.48 -2.17
S -4.68 -0.17 -0.22
Mg 2.25 1.98 -1.73
Mg 1.00 0.04 3.28
Mg -1.78 -1.10 -0.25
O 0.79 3.62 3.18
O -3.41 -0.56 0.37
O 1.64 2.67 -5.11
O 2.71 3.41 4.64
O -1.13 2.80 -1.00
O 2.97 3.13 2.26
O 1.94 1.55 3.51
O -5.39 -1.28 -0.83
O 0.07 -1.51 3.43
O 1.08 0.88 -0.86
O -2.18 -2.70 -0.99
O 0.14 -1.21 -0.58
O 0.83 2.64 -2.85
O -2.78 -4.82 -1.64
O -4.48 0.90 -1.17
O -0.31 -3.75 2.44
O 2.72 -1.08 3.51
O 1.14 -0.02 1.40
O 2.14 1.09 -3.42
O -5.46 0.45 0.89
O -1.85 -0.15 -2.07
O -1.45 -1.81 1.55
O 0.80 -3.94 0.03
O -3.81 -3.07 -2.64
O -1.98 -2.71 3.69
O -0.94 1.03 2.93
O -1.51 -3.44 -3.22
O 2.00 3.21 -0.18
O -0.11 1.12 -4.26
O 1.39 -1.70 -2.78
O -0.92 0.51 0.40
O 3.72 0.93 -0.90
H 2.19 3.12 0.76
H -1.17 1.06 2.00
H 3.84 1.04 0.05
H 1.68 -0.83 -3.03
H 0.84 -1.56 -2.02
H 0.93 -3.98 -0.92
H 0.57 -3.03 0.21
H 4.60 0.87 -1.25
H -1.05 1.97 -0.53
H 2.72 -1.96 3.88
H 1.73 4.12 -0.28
H 3.61 -0.75 3.68
H -1.79 0.98 3.38
H -1.22 -0.21 -2.78
H -2.47 0.52 -2.36
H -0.44 2.76 -1.67
```

## Properties
Calculated total energy ... -5406.82969 hartree
⟨S²⟩ ... 0.760
Spin multiplicity ... 2
HOMO (spin up / spin down) ... 5.68 / 5.71 eV
Total charge ... -5
HOMO-LUMO gap (spin up / spin down) ... 2.3 / 2.3 eV

Mulliken population analysis, charges in e, atoms 1 to 6:
1 S -0.10
2 S 1.16
3 S 1.32
4 S 1.27
5 S 1.20
6 S 0.97

No. 7
ORCA calculation (the ωB97M-V functional and the def2-TZVPD basis) on a cluster of 7 separate species, H16NO6 in total at a distorted geometry.

```
23
H16NO6 | the OMol25 dataset | the ωB97M-V functional and the def2-TZVPD basis
O 1.75 1.93 -0.18
O -1.92 0.61 -0.37
O -1.92 0.27 -3.05
O 0.28 -1.01 -1.16
O 0.69 1.34 2.12
O 1.85 -2.37 1.46
N -0.78 -0.83 1.46
H 2.40 2.70 -0.27
H 1.27 1.59 -0.88
H -2.70 0.47 -1.04
H 0.87 1.96 2.92
H -1.75 0.94 -3.62
H -0.79 0.30 1.76
H 1.12 1.72 1.33
H -0.27 -0.47 -1.69
H -1.70 -1.18 1.68
H -1.11 0.83 -0.95
H -2.34 -0.27 -3.65
H 2.49 -2.02 0.77
H 2.13 -3.08 2.03
H -0.09 -1.16 2.00
H -0.54 -1.05 0.49
H 0.77 -1.61 -1.64
```

## Properties
Calculated total energy ... -515.62009 hartree
ΔE to the lowest compared entry with this formula, charge and spin ... 157.5 kJ/mol
⟨S²⟩ ... 0.751
Spin multiplicity ... 2
HOMO (spin up / spin down) ... -2.59 / -10.74 eV
HOMO-LUMO gap (spin up / spin down) ... 3.2 / 11.1 eV

Mulliken population analysis, charges in e, atoms 1 to 6:
1 O -1.07
2 O -0.64
3 O -0.42
4 O -0.34
5 O -0.74
6 O -0.71

No. 8
ORCA calculation (the ωB97M-V functional and the def2-TZVPD basis) on a structure of composition H16O10V at a distorted geometry.

```
27
H16O10V | the OMol25 dataset | the ωB97M-V functional and the def2-TZVPD basis
V -0.65 0.37 0.64
O 3.93 -1.38 0.00
O 1.75 0.47 -2.86
O -3.06 -0.08 -3.46
O -2.04 -0.12 2.52
O -1.83 2.40 0.72
O 0.43 1.45 2.31
O 0.35 -1.47 1.41
O -1.80 0.00 -0.41
O 0.66 0.63 -0.23
O 1.25 -2.09 -1.25
H 0.73 -2.10 0.76
H 1.65 1.41 -2.67
H 1.27 1.90 2.20
H -2.08 0.34 3.37
H -3.91 0.29 -3.22
H -2.40 2.75 0.02
H 0.10 -2.00 2.17
H -1.63 3.15 1.30
H 0.21 1.53 3.25
H 0.51 -2.70 -1.37
H -2.42 0.61 -3.26
H -1.85 -1.04 2.76
H 4.38 -0.80 -0.63
H 2.99 -1.21 -0.14
H 1.58 0.04 -2.01
H 1.88 -2.35 -1.94
```

## Properties
Calculated total energy ... -1705.79037 hartree
ΔE to the lowest compared entry with this formula, charge and spin ... 184.1 kJ/mol
HOMO ... -13.39 eV
Total charge ... +1
HOMO-LUMO gap ... 8.8 eV

Mulliken population analysis, charges in e, atoms 1 to 6:
1 V 1.38
2 O -0.65
3 O -0.62
4 O -0.60
5 O -0.43
6 O -0.43

> What is the calculated total energy in the second record?

-534.64876 hartree